# 1
Below is a molecular structure, C38H29BrCoN5O5S, with properties calculated with the ωB97M-V functional and the def2-TZVPD basis.

XYZ file:
```
80
Properties=species:S:1:pos:R:3:forces:R:3:mulliken_charge:R:1
Br 4.553 1.527 6.226 0.07 0.03 0.10 -0.211
Co 0.172 1.171 -0.536 0.02 -0.28 -2.64 -0.075
S -0.115 1.898 -4.602 -0.23 -0.55 0.36 -0.085
O -3.659 1.251 -1.704 0.35 0.38 0.51 -0.721
O 0.398 -1.386 1.625 1.14 1.20 -0.10 -0.805
O -1.515 1.852 -1.199 -3.55 -1.07 -0.01 -0.449
O -1.080 -0.342 -0.008 -0.14 -1.23 1.49 0.114
O 1.533 0.132 0.352 1.14 -1.93 3.15 -0.466
N 4.078 -6.846 -3.895 -1.13 1.57 0.68 -0.617
N 0.256 2.468 0.842 -1.15 0.77 1.06 0.663
N 1.262 2.494 -1.418 2.30 2.27 2.02 1.189
N 2.141 0.750 -4.284 1.45 -0.83 -2.40 -0.645
N 1.677 2.375 -2.685 0.21 -0.12 -0.50 -1.000
C 2.877 -2.552 -2.173 0.84 -0.83 0.27 -0.389
C 2.892 4.341 -1.023 0.13 0.88 0.51 -1.767
C 2.746 -4.768 -3.112 0.01 -0.16 0.05 0.525
C -5.041 -2.486 -1.871 0.26 0.06 0.24 -0.880
C 2.623 -0.145 4.971 0.55 0.25 0.53 -0.533
C -4.370 0.797 1.231 0.85 -0.15 0.26 -0.040
C 0.716 0.183 -2.333 -0.02 1.58 -0.44 0.023
C 1.095 -1.015 -2.330 -0.79 -0.84 -0.88 -0.283
C 1.955 -0.669 3.886 -1.07 0.22 -0.05 -0.390
C -3.080 -1.365 -0.935 -1.74 0.09 -0.09 -0.291
C 1.344 -0.529 1.443 -1.06 -0.11 -2.05 0.308
C -4.508 0.437 3.574 -0.63 0.63 1.52 -0.272
C -0.505 3.376 2.920 -0.15 0.19 0.06 -0.910
C 1.381 -4.589 -3.391 0.18 1.46 0.35 -1.000
C 1.431 4.305 1.781 0.21 0.09 0.25 -0.802
C -3.483 -0.483 3.527 -0.07 -0.10 0.52 -1.083
C 4.049 1.072 3.460 0.46 0.27 1.25 -0.635
C -2.610 1.095 -1.086 1.83 1.05 -0.88 -0.336
C 3.454 -5.925 -3.527 1.08 -1.95 -0.77 0.049
C -2.856 -0.740 2.329 0.36 0.28 -0.63 0.086
C 3.479 -3.756 -2.468 0.07 0.74 0.09 -0.820
C -2.304 -2.420 -1.350 0.41 -0.73 -0.37 0.073
C -4.248 -3.571 -2.247 0.72 0.14 -0.16 -0.591
C 1.843 3.412 -0.599 -1.64 -2.41 -1.88 0.760
C 1.145 1.210 -3.434 -1.70 0.88 2.19 0.142
C 0.614 4.202 2.919 0.07 0.45 -0.02 -0.499
C 3.650 0.754 4.755 0.09 -0.06 -0.58 0.129
C -4.951 1.097 2.451 -0.35 -0.10 -0.44 -1.093
C -2.466 -0.192 -0.167 0.16 0.19 -0.10 2.987
C 3.325 0.583 2.405 0.53 0.38 -0.73 -0.088
C -3.231 -0.026 1.176 -0.23 -0.24 -0.37 -0.825
C 0.780 -3.357 -3.122 -0.12 -1.45 -0.37 -0.256
C -4.500 -1.406 -1.207 1.02 0.45 0.71 -0.277
C -2.878 -3.547 -1.988 -0.56 0.83 0.48 -1.100
C 2.213 -0.210 2.590 0.46 -0.68 0.88 0.096
C -0.668 2.552 1.823 1.22 -0.18 -0.18 -0.296
C 1.237 3.406 0.714 -1.17 -0.08 1.07 0.438
C 1.507 -2.317 -2.524 1.32 1.24 0.69 0.368
H -2.251 -4.395 -2.199 0.14 -0.18 -0.30 0.485
H 1.122 -1.333 4.101 0.08 0.01 -0.41 0.438
H 3.664 0.808 1.404 -0.30 0.14 -0.16 0.467
H -1.263 3.394 3.721 0.64 -0.06 -0.49 0.463
H -0.251 -3.198 -3.391 -0.15 0.05 0.00 0.698
H 4.543 -3.915 -2.259 -0.47 0.05 -0.03 0.376
H 1.993 -0.212 -4.625 -0.05 0.61 0.49 0.258
H -1.506 1.889 1.748 -0.21 -0.36 -0.14 0.301
H -4.980 0.663 4.544 0.26 -0.12 -0.46 0.313
H 1.728 3.216 -3.268 -0.03 -0.24 0.57 0.455
H -4.765 1.201 0.320 0.11 0.43 -0.29 0.455
H 3.581 4.507 -0.180 0.00 -0.15 -0.37 0.454
H 4.928 1.702 3.355 -0.18 -0.06 -0.31 0.419
H 2.193 5.103 1.743 -0.37 -0.66 -0.05 0.338
H -0.514 -0.961 0.771 -1.14 0.42 -0.91 0.185
H -6.099 -2.519 -2.066 -0.24 0.06 -0.09 0.399
H 3.483 -1.787 -1.670 -0.58 -0.18 -0.31 0.413
H -2.070 -1.485 2.323 0.19 0.19 -0.29 0.496
H -1.215 -2.367 -1.207 -0.57 -0.09 0.09 0.460
H -4.706 -4.382 -2.798 0.08 -0.20 0.14 0.383
H 2.426 5.333 -1.199 0.47 -0.36 -0.44 0.298
H -5.155 -0.582 -0.860 0.65 -0.72 -0.40 0.229
H 2.386 -0.389 6.000 -0.20 -0.21 -0.20 0.416
H -5.755 1.832 2.500 0.10 -0.29 0.05 0.385
H 0.784 4.818 3.810 0.13 -0.04 -0.54 0.399
H -3.168 -0.957 4.460 -0.06 -0.05 -0.43 0.387
H 0.836 -5.379 -3.857 -0.34 -0.33 -0.25 0.474
H 3.426 3.931 -1.888 -0.07 0.38 0.13 0.461
H 2.248 1.367 -5.114 0.06 -0.54 0.75 0.268
```
Positions in Å, forces in eV/Å.

Summary:
energy above the lowest of the compared OMol25 structures with the same formula, charge and spin = 40.4 kcal/mol
<S²> = 3.88
lowest unoccupied orbital energy (spin up / spin down) = 1.9 / 0.6 eV
net charge = -1
molecular weight = 806.58 g/mol
2S+1 = 4

---

# 2
Below is a molecular structure, C19H16InN6O3S4Sb, with properties calculated with the ωB97M-V functional and the def2-TZVPD basis.

XYZ file:
```
50
Properties=species:S:1:pos:R:3:forces:R:3:mulliken_charge:R:1
Sb -2.342 -0.113 -2.534 0.80 0.06 -0.62 0.703
In 1.284 0.763 -0.859 0.50 0.12 -0.55 0.619
S -1.178 1.611 -3.402 -0.14 -0.26 0.04 -0.656
S -4.678 0.836 -0.790 -0.27 0.32 0.05 1.517
S -0.653 -1.490 -1.055 -0.20 -0.17 0.13 -0.223
S -0.804 -3.262 -1.899 -0.08 -0.01 -0.14 -0.303
O -4.908 0.638 -2.206 0.17 -0.12 -0.05 -0.808
O 2.265 -0.771 0.502 -0.08 -0.05 0.02 -0.459
O -5.280 1.999 -0.210 0.01 -0.06 0.36 -0.737
N -1.100 0.889 0.615 -0.09 -0.09 -0.14 -0.234
N -3.204 0.687 1.674 -0.15 -0.03 -0.45 -0.374
N 3.595 2.279 2.915 -0.03 0.03 -0.09 -0.058
N 2.774 2.049 0.896 -0.06 0.03 0.08 -0.294
N -6.487 -3.886 2.336 -0.06 -0.05 -0.08 -0.570
N -3.035 0.850 -0.668 -0.80 -0.59 0.32 -0.465
C -5.277 -0.608 0.057 0.19 0.32 0.07 0.202
C 5.912 -1.341 2.378 0.08 -0.04 0.10 -0.754
C 2.431 3.289 1.377 0.05 -0.01 0.03 -0.509
C -6.069 -2.787 1.595 -0.01 0.11 -0.06 1.147
C -6.734 -1.562 1.700 -0.04 -0.12 0.03 -0.639
C 5.301 -0.105 2.412 -0.04 0.02 -0.07 -0.545
C 5.268 -2.383 1.705 -0.02 0.04 -0.02 -0.376
C -6.334 -0.478 0.941 0.04 0.07 0.00 -0.475
C -2.441 0.795 0.575 0.17 0.41 0.57 0.366
C 3.475 1.449 1.839 -0.04 0.19 0.05 0.354
C 4.075 0.126 1.781 0.05 -0.18 -0.02 0.515
C -0.513 0.817 1.802 -0.08 0.03 0.03 0.461
C -5.009 -2.903 0.694 -0.01 0.01 -0.02 -0.971
C -2.597 0.622 2.848 -0.01 -0.04 -0.16 -0.263
C -1.221 0.674 2.981 -0.01 0.00 0.09 -1.026
C 3.408 -0.922 1.078 0.00 0.12 0.15 0.042
C 2.932 3.453 2.631 -0.03 0.10 -0.02 -0.388
C 4.059 -2.184 1.082 -0.01 -0.05 -0.09 -0.762
C -4.626 -1.823 -0.077 0.08 -0.10 -0.04 -0.121
H -5.797 -4.601 2.490 0.01 0.00 0.04 0.222
H 1.851 3.969 0.775 -0.01 0.04 0.08 0.415
H -7.053 -3.686 3.142 0.05 0.01 0.07 0.211
H -0.730 0.604 3.940 0.01 0.01 -0.01 0.410
H 4.053 2.052 3.778 0.02 -0.08 0.02 0.232
H -6.816 0.485 1.043 0.02 0.00 0.06 0.461
H 6.873 -1.498 2.849 -0.01 0.02 0.01 0.358
H 5.731 -3.363 1.666 -0.01 0.00 0.00 0.360
H -4.468 -3.838 0.604 -0.05 -0.03 -0.02 0.322
H 5.801 0.726 2.902 0.02 -0.01 0.01 0.382
H -3.259 0.507 3.702 0.10 0.05 0.05 0.406
H 3.563 -2.990 0.554 -0.02 0.01 0.02 0.426
H 2.878 4.268 3.331 0.01 -0.01 -0.01 0.434
H -3.801 -1.945 -0.770 0.03 0.04 0.04 0.005
H -7.555 -1.463 2.401 -0.02 0.01 -0.03 0.248
H 0.573 0.873 1.791 -0.04 -0.05 0.15 0.190
```
Positions in Å, forces in eV/Å.

Summary:
energy above the lowest of the compared OMol25 structures with the same formula, charge and spin = 2.5 kcal/mol
<S²> = 0.76
lowest unoccupied orbital energy (spin up / spin down) = 2.4 / 1.4 eV
net charge = -1
molecular weight = 741.22 g/mol
2S+1 = 2